A structure of composition C37H26HgN3O7P2Te, computed with ωB97M-V with the def2-TZVPD basis set.

```
77
Properties=species:S:1:pos:R:3:forces:R:3:lowdin_charge:R:1
Hg -2.115092 1.688248 -0.671601 0.0434 0.0356 0.1255 0.706
Te -1.494913 -3.366428 -1.420292 0.1900 -0.2276 0.0333 1.193
C 0.298262 -4.523532 -1.210060 0.0609 -0.0420 0.0233 -0.536
C 1.269984 -4.544487 -2.205965 -0.0073 0.0289 -0.0006 -0.132
C 2.458476 -5.225025 -1.983697 -0.0154 0.0001 0.0130 -0.171
N 2.742347 -5.880967 -0.857632 -0.0144 0.0014 0.0043 0.035
C 1.809653 -5.856395 0.093956 -0.0021 0.0004 -0.0122 -0.176
C 0.591194 -5.203028 -0.031813 -0.0159 -0.0172 -0.0193 -0.148
C -0.707271 -1.561091 -0.892180 -0.5995 0.4432 -0.0497 -1.064
P -1.114141 -0.716216 0.618689 0.3319 -0.1487 -0.0821 0.817
C 0.431555 -0.676431 1.612085 -0.0544 -0.0069 0.0868 -0.360
C 0.721189 0.475178 2.338984 -0.0119 0.0049 0.0417 -0.070
C 1.908951 0.565377 3.058191 -0.0201 -0.0064 -0.0107 -0.082
C 2.805993 -0.491959 3.060264 0.0084 -0.0044 -0.0008 -0.108
C 2.524821 -1.642444 2.330178 0.0199 -0.0022 -0.0078 -0.100
C 1.349500 -1.726782 1.601722 -0.0409 0.0084 -0.0562 -0.122
C -2.203030 -1.803749 1.601091 -0.0717 0.0511 0.0346 -0.393
C -3.564457 -1.757241 1.298837 -0.0082 -0.0284 -0.0156 -0.129
C -4.470689 -2.558425 1.973545 0.0002 -0.0059 -0.0179 -0.098
C -4.030017 -3.415813 2.973873 -0.0101 -0.0083 0.0042 -0.112
C -2.681754 -3.457595 3.294554 0.0364 0.0164 -0.0032 -0.099
C -1.773278 -2.653760 2.615545 -0.0452 -0.0135 -0.0024 -0.086
P -0.447367 -0.230920 -2.054994 0.2150 0.0376 0.0688 0.799
C 1.269696 0.337172 -1.743811 0.0387 -0.0213 -0.0910 -0.376
C 1.527715 1.704213 -1.780799 0.0242 0.0133 -0.0284 -0.083
C 2.792560 2.190364 -1.464075 -0.0230 0.0058 -0.0092 -0.073
C 3.804720 1.308636 -1.119065 0.0051 -0.0132 0.0017 -0.099
C 3.554074 -0.061105 -1.077080 0.0136 0.0117 0.0099 -0.100
C 2.290809 -0.541892 -1.378247 -0.0482 -0.0060 0.0531 -0.126
C -0.336949 -0.964174 -3.727974 -0.0177 -0.0010 -0.0439 -0.388
C 0.859840 -1.277384 -4.367586 -0.0185 -0.0217 -0.0350 -0.090
C 0.858535 -1.824422 -5.645840 0.0028 0.0055 0.0235 -0.102
C -0.338824 -2.061374 -6.304857 -0.0038 -0.0034 -0.0020 -0.113
C -1.538194 -1.739646 -5.682069 -0.0087 -0.0048 0.0069 -0.103
C -1.533401 -1.191827 -4.409367 0.0123 -0.0173 -0.0100 -0.140
H 1.111254 -4.018637 -3.141112 -0.0006 -0.0094 0.0127 0.082
H 3.225902 -5.242272 -2.752555 -0.0037 -0.0022 0.0156 0.094
H 2.050272 -6.384075 1.012925 0.0068 0.0052 -0.0155 0.093
H -0.116347 -5.209197 0.789922 0.0115 -0.0004 -0.0109 0.085
H 0.025068 1.308593 2.317134 0.0293 -0.0204 -0.0053 0.077
H 2.134650 1.473796 3.603873 -0.0019 -0.0100 0.0001 0.099
H 3.734907 -0.415367 3.614262 -0.0071 -0.0017 -0.0040 0.089
H 3.233936 -2.462912 2.310789 -0.0091 0.0045 -0.0025 0.094
H 1.142551 -2.596945 0.986257 0.0179 -0.0058 0.0261 0.086
H -3.908772 -1.078457 0.525483 0.0110 0.0084 0.0081 0.088
H -5.523921 -2.507026 1.724443 0.0029 -0.0023 0.0077 0.095
H -4.737115 -4.039824 3.507759 0.0026 0.0010 -0.0027 0.090
H -2.330033 -4.114704 4.081886 -0.0092 0.0006 -0.0099 0.093
H -0.725057 -2.690384 2.880533 0.0307 0.0177 0.0009 0.093
H 0.739023 2.412013 -2.014684 -0.0094 -0.0164 0.0028 0.071
H 2.940363 3.263057 -1.456708 0.0137 -0.0165 0.0007 0.093
H 4.786311 1.685257 -0.852689 -0.0090 -0.0037 -0.0017 0.090
H 4.337064 -0.748641 -0.776264 -0.0102 0.0001 -0.0032 0.093
H 2.065746 -1.600485 -1.289990 0.0168 -0.0005 -0.0107 0.091
H 1.800428 -1.090595 -3.865944 0.0054 0.0130 0.0128 0.093
H 1.800549 -2.062391 -6.126727 -0.0082 -0.0019 -0.0009 0.094
H -0.338523 -2.487471 -7.301339 -0.0003 0.0029 0.0037 0.089
H -2.479574 -1.913227 -6.189941 0.0082 -0.0004 -0.0022 0.094
H -2.470319 -0.932370 -3.929538 -0.0021 0.0036 0.0120 0.098
O 0.910154 4.795278 -1.065598 -0.0456 -0.0209 0.0667 -0.006
C -0.199616 4.430338 -0.657125 -0.1430 0.0141 -0.2596 -0.648
O -1.025111 3.705681 -1.310199 0.1573 -0.0083 0.1084 -0.230
C -0.673692 4.974460 0.679983 0.0326 0.0115 0.0246 -0.051
C -0.507925 6.307299 0.910752 -0.0069 -0.0430 0.0031 0.047
C -0.944888 6.900020 2.111814 -0.0108 0.0503 0.0411 -0.172
C -1.534299 6.130468 3.097089 0.0495 -0.0316 -0.0693 0.051
C -1.709073 4.783065 2.876654 -0.0701 -0.0086 0.0292 -0.073
C -1.264527 4.096279 1.677379 0.0312 -0.0518 0.0098 -0.324
O -1.306284 2.854816 1.543725 -0.0683 0.0700 -0.0092 -0.144
N -2.369375 4.047945 3.944605 0.0909 -0.0222 0.0415 -0.361
O -2.217993 4.450429 5.098993 -0.0190 0.0134 -0.0471 0.011
O -3.053787 3.085597 3.664059 -0.0295 0.0031 -0.0301 0.072
N -0.789137 8.308093 2.323188 -0.0308 -0.0058 0.0216 -0.380
O -1.142711 8.793222 3.397386 -0.0007 -0.0175 -0.0138 0.007
O -0.310127 8.990137 1.423147 0.0223 -0.0078 -0.0068 0.021
H -0.017718 6.910948 0.160288 -0.0061 0.0086 0.0089 0.123
H -1.862751 6.573116 4.023577 -0.0046 0.0172 0.0149 0.120
```
Forces are in eV/Å.

Results
- E_tot (eV) = -87635.3807
- relative energy (zero: lowest compared OMol25 entry of this formula, charge and spin) (kJ/mol) = 0.00
- charge = -2
- orbital gap (alpha / beta) (eV) = 4.943 / 6.054
- 2S+1 = 2

A cluster of 2 separate species, CH6N2S2 in total, computed with ωB97M-V with the def2-TZVPD basis set.

```
11
Properties=species:S:1:pos:R:3:forces:R:3:lowdin_charge:R:1
H -0.496170 2.517642 2.417767 -0.9395 0.6653 0.1956 0.028
N -0.432335 2.915142 1.479270 1.9520 -1.5683 0.1380 0.049
C -0.801576 2.005827 0.647316 -1.0728 2.2144 0.0539 -0.431
N -0.387063 2.006406 -0.651509 -0.7172 -0.5602 -0.2510 0.068
H -1.728465 1.452369 0.862207 0.5740 -0.8471 -0.1502 0.117
H -1.125679 2.003870 -1.335882 0.2998 -0.3566 -0.2774 0.088
H 0.515352 2.349020 -0.929745 -0.1364 0.4569 0.2892 0.092
S 1.241610 -1.213431 0.144302 -0.2415 -0.1832 -0.0778 0.227
S -0.479324 -2.033264 -0.752157 -0.0408 -0.0358 0.0409 0.214
H 0.450662 -0.475359 0.932939 0.1787 0.1415 0.0463 -0.239
H 0.153171 -2.662344 -1.748706 0.1437 0.0730 -0.0075 -0.215
```
Forces are in eV/Å.

Results
- E_tot (eV) = -25783.7922
- relative energy (zero: lowest compared OMol25 entry of this formula, charge and spin) (kJ/mol) = 107.76
- orbital gap (eV) = 8.766

A structure of composition BeCl5, computed with ωB97M-V with the def2-TZVPD basis set.

```
6
Properties=species:S:1:pos:R:3:forces:R:3:lowdin_charge:R:1
Be -19.611296 -2.759292 17.288315 0.0390 0.2023 -0.0883 0.200
Cl -21.812679 -1.564769 16.072963 0.5345 -0.4006 0.4176 -0.669
Cl -17.217406 -4.226494 17.876948 -0.5246 0.3332 -0.1084 -0.705
Cl -20.898857 -5.110391 17.470868 0.5412 1.0945 -0.1396 -0.606
Cl -18.211587 -1.383589 15.569107 -0.6431 -0.7392 0.8690 -0.570
Cl -19.779355 -1.461125 19.746230 0.0529 -0.4903 -0.9503 -0.650
```
Forces are in eV/Å.

Results
- E_tot (eV) = -63014.6229
- relative energy (zero: lowest compared OMol25 entry of this formula, charge and spin) (kJ/mol) = 109.17
- charge = -3
- orbital gap (eV) = 7.263